[1]
18
Properties=species:S:1:pos:R:3:forces:R:3:nbo_charge:R:1 method="wB97M-V/def2-TZVPD" charge=0 s2=0.753 gap_ev="4.626 / 8.987" spin_multiplicity=2 fmax_ev_per_a=2.761 e_above_lowest_kj_mol=51.6
N 1.4995 -1.0116 1.5843 -0.34 1.38 -0.30 -0.86
N -0.6613 1.7428 0.2533 0.35 0.94 0.02 -0.84
N 0.6967 -0.7325 -0.6887 -0.31 1.07 0.59 -0.67
C 1.3974 -1.4156 0.2620 1.52 -2.30 -0.17 0.01
C 0.5712 -1.2121 -2.0435 -0.82 0.61 0.70 -0.39
C -2.0111 1.5841 0.7760 -0.66 -0.66 0.24 -0.42
H 0.9517 -0.2091 1.8347 -0.02 -0.16 0.53 0.37
H -2.3999 2.4340 1.3434 0.05 0.04 -0.08 0.18
H -2.7291 1.3328 -0.0064 0.20 0.30 -0.25 0.20
H 1.1700 -2.1107 -2.1485 0.04 -0.01 -0.23 0.20
H 1.8217 -2.3943 0.0604 -0.28 0.21 -0.28 0.15
H 1.8343 -1.6347 2.2865 -0.20 -0.10 0.12 0.39
H 0.2950 0.1538 -0.3575 -0.04 -0.46 -0.79 0.42
H -0.6392 2.4213 -0.5045 -0.28 -0.25 -0.18 0.36
H -0.0954 2.2284 0.9450 0.05 -0.33 0.20 0.36
H -2.0607 0.6956 1.4144 0.25 0.20 0.16 0.19
H -0.4866 -1.4248 -2.2400 0.11 -0.41 -0.20 0.18
H 0.8458 -0.4475 -2.7709 0.40 -0.08 -0.09 0.18

[2]
6
Properties=species:S:1:pos:R:3:forces:R:3:nbo_charge:R:1 method="wB97M-V/def2-TZVPD" charge=+1 gap_ev=7.822 spin_multiplicity=1 fmax_ev_per_a=3.691
Cu -0.2682 -2.9676 -1.2417 0.01 0.47 0.19 0.99
F 1.5900 1.5856 0.5755 -0.26 0.45 -0.56 -0.26
O -0.2119 -1.0873 -0.3977 -0.91 -0.42 0.16 -0.65
C 0.0302 0.0226 -0.0845 2.25 -1.68 -1.13 0.64
C 0.6296 1.2149 -0.2683 -3.17 0.19 1.87 0.04
H -0.4661 1.6978 -0.2134 2.08 1.00 -0.53 0.23

[3]
17
Properties=species:S:1:pos:R:3:forces:R:3:nbo_charge:R:1 method="wB97M-V/def2-TZVPD" charge=0 gap_ev=8.615 spin_multiplicity=1 fmax_ev_per_a=4.799 e_above_lowest_kj_mol=583.5
O 1.4297 -1.4705 0.7576 0.19 0.94 -1.30 -0.29
N 1.1232 0.3460 -0.7609 -0.97 -1.01 -1.46 -0.61
N -1.4630 -2.7125 1.7477 -0.90 -3.40 2.45 -0.59
N -0.5600 -2.0474 1.2441 0.39 2.40 -1.85 0.13
N 0.6598 -2.2953 1.5150 1.33 -1.85 1.58 -0.04
C 0.6334 -0.7061 0.0266 -3.42 1.96 -0.80 0.50
C 2.5683 0.3134 -0.9538 -1.04 -1.00 -1.18 -0.42
C -0.7124 -0.9898 0.3144 1.00 0.05 0.55 -0.07
C -2.2045 -0.6215 0.1581 2.65 3.90 0.91 -0.63
H -2.3260 0.2858 -0.5309 -0.02 -1.47 0.96 0.23
H -2.3577 -2.3096 1.7570 -0.95 0.91 -0.63 0.33
H 2.9648 -0.4501 -0.3604 0.62 -1.49 0.56 0.22
H 2.9646 1.1394 -0.5286 1.34 3.07 0.99 0.19
H 0.5397 0.5732 -1.6392 1.26 -0.74 2.25 0.41
H -2.6286 -1.4805 -0.1988 -1.68 -1.93 -1.11 0.22
H 2.9471 0.2054 -1.9640 -0.39 -0.08 -0.27 0.20
H -2.6223 -0.3635 1.2020 0.59 -0.27 -1.66 0.23

Q: Look up the charge of the first one.
A: 0